(1)
The following is a DFT calculation (ωB97M-V with the def2-TZVPD basis set) of C44H28N4SnTe4 as an isolated structure.

Geometry (Å):
Sn -0.63374 -0.72118 0.34395
C 3.33390 0.43648 6.96923
C 4.11778 0.52606 5.82712
C 3.54074 0.42940 4.57012
C 2.16490 0.22995 4.41699
C 1.38732 0.16745 5.57781
C 1.96243 0.26690 6.83516
C 1.53293 0.12559 3.07917
C 2.09064 -0.78529 2.13790
C 3.16761 -1.68549 2.38412
C 3.45359 -2.30482 1.19587
C 2.50347 -1.83079 0.24421
C 2.34423 -2.31511 -1.06844
C 3.29177 -3.34570 -1.56385
C 4.02865 -3.10700 -2.72735
C 4.92510 -4.04412 -3.21687
C 5.10780 -5.24983 -2.55330
C 4.36842 -5.51152 -1.40821
C 3.46851 -4.57400 -0.92354
C 1.30766 -1.96726 -1.92737
N 0.41783 -0.92391 -1.77452
C -0.48821 -1.03741 -2.80676
C -1.58070 -0.20160 -3.02686
C -2.35222 -0.39290 -4.28194
C -1.72497 -0.35426 -5.52955
C -2.44734 -0.52606 -6.70097
C -3.81782 -0.73947 -6.65486
C -4.45625 -0.78201 -5.42298
C -3.73337 -0.60810 -4.25284
C -2.01147 0.82428 -2.15226
C -2.98778 1.81038 -2.47169
C -3.10759 2.62412 -1.37601
C -2.17851 2.15591 -0.40332
N -1.53742 1.05156 -0.88315
C -1.92511 2.76769 0.84872
C -1.00388 2.29427 1.77681
C -0.52777 3.05403 2.89908
C 0.40797 2.29963 3.52919
C 0.53801 1.07318 2.79089
N -0.35479 1.08347 1.74840
C -2.58112 4.06378 1.13657
C -3.32700 4.26097 2.30203
C -3.94001 5.47688 2.56434
C -3.82284 6.53270 1.67171
C -3.06979 6.36019 0.51712
C -2.45686 5.14556 0.25654
C -0.16549 -2.18568 -3.61671
C 0.94661 -2.74839 -3.08577
N 1.70709 -0.87984 0.83669
H 3.78644 0.49748 7.95237
H 5.18756 0.68124 5.91541
H 4.15622 0.52789 3.68520
H 0.31800 0.02691 5.48076
H 1.33413 0.20417 7.71640
H 3.66455 -1.83602 3.32799
H 4.22751 -3.03076 1.01230
H 3.88887 -2.16729 -3.24681
H 5.48512 -3.83519 -4.12127
H 5.81335 -5.98157 -2.92934
H 4.48519 -6.45934 -0.89534
H 2.87100 -4.79955 -0.04990
H -0.65732 -0.17765 -5.57353
H -1.93847 -0.48754 -7.65779
H -4.38279 -0.87549 -7.57001
H -5.52498 -0.95537 -5.36841
H -4.23615 -0.65075 -3.29601
H -3.52120 1.88657 -3.40452
H -3.76930 3.46566 -1.25805
H -0.82829 4.06134 3.13703
H 1.00865 2.56586 4.38330
H -3.43362 3.43982 2.99965
H -4.52465 5.60335 3.46875
H -4.30793 7.48074 1.87275
H -2.95749 7.18206 -0.18126
H -1.85523 5.02189 -0.63426
H -0.74306 -2.53893 -4.45539
H 1.44915 -3.64662 -3.40717
Te -0.89313 -1.85864 2.99874
Te -2.75897 -3.89075 3.24455
Te -4.14953 -3.85397 0.87863
Te -3.07656 -1.83826 -0.65537

## Properties
- Net charge: -2

=====

(2)
The following is a DFT calculation (ωB97M-V with the def2-TZVPD basis set) of the molecule C5H6O.

Geometry (Å):
C -2.64230 -0.05175 0.18507
C -1.28221 -0.05917 0.28116
C -0.07633 -0.04141 -0.39460
C 1.17724 0.50569 0.07916
C 2.25936 -0.49026 0.36341
O 2.31942 0.29519 -0.78098
H -3.17274 -0.66510 0.91600
H -1.19186 -0.20374 1.36802
H -3.23447 0.60520 -0.44356
H 1.25810 1.45310 0.61781
H 2.06464 -1.55182 0.21198
H 2.97695 -0.25182 1.15225

## Properties
- Net charge: 0
- Energy relative to the best compared isomer or geometry (same formula, charge and spin): 557.2 kJ/mol

=====

(3)
The following is a DFT calculation (ωB97M-V with the def2-TZVPD basis set) of the molecule C8H16NOP.

Geometry (Å):
C -0.06432 0.23998 -0.13740
C 0.53967 -0.64926 -0.92278
C 0.16318 0.88094 2.25920
C -2.13406 0.34508 1.15418
C 1.69212 -2.64969 -1.11141
C -0.82638 -2.63207 -1.34904
C 1.11593 3.72039 -0.81865
C -0.69590 0.01031 1.29134
N 0.48056 -1.94182 -1.09336
O 0.00825 1.56154 -0.30438
P 0.17330 2.39078 -1.72494
H 0.37381 1.88662 1.73983
H 1.09786 0.42945 2.53251
H -0.34883 1.11157 3.12597
H -2.23437 1.39834 0.93420
H -2.38228 -0.17486 0.19637
H -2.73470 -0.01974 1.97510
H 1.79873 -3.53920 -0.29851
H 1.84633 -2.95704 -2.18551
H 2.44173 -1.90163 -0.77078
H -0.91021 -3.77560 -1.69697
H -1.37108 -2.72692 -0.41872
H -1.31158 -1.87850 -2.02171
H 2.21760 3.55660 -0.83305
H 1.02497 4.68620 -1.21569
H 0.68898 3.65801 0.11061
H -0.64932 -1.02947 1.58355

## Properties
- Net charge: 0
- Energy relative to the best compared isomer or geometry (same formula, charge and spin): 411.5 kJ/mol

=====

(4)
The following is a DFT calculation (ωB97M-V with the def2-TZVPD basis set) of a 4-piece molecular cluster, C28H24I2NO8P overall.

Geometry (Å):
C -5.96802 -2.29370 4.00196
C -6.40304 -1.57341 3.15004
C -6.93791 -0.68270 2.12369
C -7.32925 0.68400 2.66962
C -8.55234 0.56746 3.59369
O -9.45939 -0.19089 3.42019
N -8.40967 1.46533 4.68430
C -6.96316 1.43209 4.91153
C -6.29267 1.52060 3.48927
P -6.38361 3.31836 3.11771
O -7.72750 3.76579 2.67216
C -4.83856 1.09121 3.46641
I -3.91155 0.62220 5.30578
C -4.02871 1.03485 2.40474
C -2.59123 0.61372 2.40945
I -4.69017 1.56900 0.47460
H -5.66479 -2.97294 4.76119
H -6.25235 -0.62030 1.28444
H -7.85634 -1.13384 1.74021
H -7.70932 1.32207 1.86462
H -8.77046 2.38747 4.45491
H -6.74435 0.43964 5.30096
H -6.65695 2.20492 5.60984
H -5.34158 3.64967 2.24577
H -5.98565 3.87426 4.34711
H -2.49939 -0.38069 2.85076
H -1.98269 1.30361 2.99561
H -2.17700 0.58982 1.40775
O 0.17589 0.98702 1.13067
C 0.78554 -0.04500 0.94805
C 0.87061 -0.66059 -0.40017
C 1.53372 -1.79640 -0.59840
C 2.21759 -2.49238 0.52150
O 2.83073 -3.52242 0.33904
C 2.13394 -1.87586 1.87022
C 1.47029 -0.74033 2.06767
H 0.36503 -0.13212 -1.19837
H 1.61399 -2.26561 -1.57090
H 2.64178 -2.40305 2.66794
H 1.39387 -0.26890 3.03933
O 5.05669 -1.32778 -3.08636
C 5.91401 -1.36497 -2.22357
C 7.32020 -1.00096 -2.52231
C 8.24859 -1.04440 -1.56939
C 7.91896 -1.45306 -0.18073
O 8.76402 -1.48916 0.68664
C 6.50695 -1.81720 0.10975
C 5.57723 -1.77590 -0.83973
H 7.53158 -0.69691 -3.53864
H 9.28289 -0.78322 -1.75428
H 6.28990 -2.11568 1.12766
H 4.54584 -2.03889 -0.65463
O 3.74058 0.79905 -8.98078
C 4.58729 0.75781 -8.11529
C 5.99970 1.11934 -8.40746
C 6.93210 1.07448 -7.46052
C 6.59586 0.66280 -6.07532
O 7.45089 0.62559 -5.21186
C 5.18860 0.30004 -5.77641
C 4.25900 0.34667 -6.72768
H 6.21417 1.41626 -9.42615
H 7.96725 1.33177 -7.64536
H 4.97807 -0.00501 -4.76006
H 3.22428 0.08736 -6.54242

## Properties
- SMILES: C#CC[C@H]1C(=O)NC[C@@]1([PH2]=O)/C(I)=C(/C)I.O=C1C=CC(=O)C=C1.O=C1C=CC(=O)C=C1.O=C1C=CC(=O)C=C1
- Net charge: 0

=====

(5)
The following is a DFT calculation (ωB97M-V with the def2-TZVPD basis set) of a 2-piece molecular cluster, C2H7O2 overall.

Geometry (Å):
O 2.50018 -0.24633 1.53129
H 2.78627 -0.00209 0.65675
C -0.06427 -0.27315 -0.33718
O 0.22217 0.36056 0.88925
C -1.56624 0.21898 -0.58123
H 0.68960 -0.02864 -1.13265
H -0.11700 -1.37394 -0.17346
H 1.28734 0.23245 1.20601
H -2.08817 -0.39795 -1.38391
H -2.17835 0.30519 0.33449
H -1.47154 1.20492 -1.00935

## Properties
- Net charge: -1
- Energy relative to the best compared isomer or geometry (same formula, charge and spin): 60.9 kJ/mol

=====

(6)
The following is a DFT calculation (ωB97M-V with the def2-TZVPD basis set) of a 6-piece molecular cluster, H12O6 overall.

Geometry (Å):
O -2.35144 2.61670 1.47835
H -2.49451 1.73063 1.14570
H -3.19073 2.86629 1.86504
O 2.98400 0.10116 -1.56494
H 2.75477 -0.45295 -2.31103
H 2.17880 0.15584 -1.05027
O 0.89425 -3.02897 0.93594
H 1.11743 -3.82861 0.45949
H 0.16211 -3.28128 1.49856
O -1.16875 -2.61273 -1.71023
H -1.61340 -1.93308 -1.20366
H -0.53143 -2.13685 -2.24275
O 0.69654 0.18676 -0.45542
H 0.07864 0.79894 -0.05583
H 0.47669 -0.66162 -0.07051
O 0.33901 3.14640 1.29142
H -0.54504 3.00460 1.62991
H 0.21306 3.32877 0.36023

## Properties
- SMILES: O.O.O.O.O.O
- Net charge: 0
- Energy relative to the best compared isomer or geometry (same formula, charge and spin): 152.5 kJ/mol

=====

Which calculated total energy belongs to each record? In order, -3199.038971 -269.133997 -785.577241 -2674.600569 -230.861458 -458.614378 a.u..